1.
ORCA calculation (ωB97M-V/def2-TZVPD) on a 6-piece molecular cluster, C31H40FN7O2S2 overall.

Structure (ORCA input):
```
! RIJCOSX wB97M-V def2-TZVPD def2/J DEFGRID3
* xyz 0 1
C 3.4338 -4.3277 -0.1081
C 3.0105 -4.5085 -1.5725
C 1.5026 -4.3784 -1.8616
N 0.7715 -3.4702 -0.9553
N 0.7055 -2.1365 -1.5023
C 1.1188 -1.0936 -0.5063
S 2.2042 0.1530 -1.1906
C 3.7777 -0.7465 -1.1843
C 4.6515 -0.3278 -2.3729
S -0.7398 -1.8240 -2.1896
O -1.0448 -2.8149 -3.1530
O -0.8668 -0.4364 -2.4275
F -1.7156 -2.1279 -0.9633
H 4.4088 -3.8358 -0.0644
H 2.7348 -3.7176 0.4576
H 3.5497 -5.2841 0.3972
H 3.5728 -3.8456 -2.2330
H 3.2887 -5.5190 -1.8819
H 1.3587 -4.0363 -2.8880
H 1.0220 -5.3556 -1.7798
H -0.1671 -3.8347 -0.8414
H 1.6121 -1.6528 0.2838
H 0.2569 -0.5783 -0.0830
H 3.5331 -1.8045 -1.2514
H 4.2884 -0.5914 -0.2333
H 4.5792 -1.0629 -3.1753
H 5.7006 -0.2717 -2.0802
H 4.3518 0.6380 -2.7779
C -3.0990 1.9637 -3.1947
C -3.5126 1.7160 -4.4946
C -4.3518 2.6319 -5.1113
N -4.7885 3.7431 -4.5222
C -4.3820 3.9666 -3.2737
C -3.5424 3.1178 -2.5667
H -2.4452 1.2642 -2.6909
H -3.1897 0.8288 -5.0233
H -4.6920 2.4689 -6.1286
H -4.7518 4.8777 -2.8143
H -3.2545 3.3575 -1.5505
C -2.3952 6.0681 2.8307
C -2.0249 4.7333 2.8474
C -2.3915 3.9282 1.7781
N -3.0883 4.3737 0.7335
C -3.4377 5.6581 0.7299
C -3.1174 6.5436 1.7479
H -2.1263 6.7268 3.6467
H -1.4623 4.3171 3.6721
H -2.1312 2.8759 1.7587
H -4.0039 5.9945 -0.1325
H -3.4281 7.5779 1.6897
C 5.4190 4.6243 1.0702
C 5.7863 3.2922 0.9643
C 5.4340 2.6020 -0.1854
N 4.7606 3.1444 -1.1964
C 4.4124 4.4234 -1.0804
C 4.7164 5.2034 0.0260
H 5.6743 5.1994 1.9509
H 6.3326 2.7951 1.7542
H 5.7041 1.5575 -0.3042
H 3.8610 4.8429 -1.9146
H 4.4067 6.2388 0.0637
C -0.0754 -5.7993 4.6716
C -0.3804 -6.0774 3.3488
C 0.6033 -5.8822 2.3908
N 1.8268 -5.4400 2.6687
C 2.1056 -5.1763 3.9432
C 1.1952 -5.3392 4.9772
H -0.8147 -5.9383 5.4497
H -1.3589 -6.4377 3.0620
H 0.4012 -6.0903 1.3447
H 3.1080 -4.8145 4.1451
H 1.4786 -5.1088 5.9951
C -5.8400 -0.7820 1.0016
C -5.9833 0.2367 1.9297
C -4.8510 0.9309 2.3292
N -3.6295 0.6712 1.8700
C -3.5065 -0.3098 0.9776
C -4.5742 -1.0625 0.5130
H -6.7002 -1.3441 0.6614
H -6.9520 0.4941 2.3357
H -4.9263 1.7388 3.0493
H -2.5036 -0.4918 0.6125
H -4.4137 -1.8428 -0.2184
*
```

Results
Molecular weight (g mol⁻¹): 625.840
DFT total energy (Eh): -2635.19049
SMILES: CCCNN(CSCC)S(=O)(=O)F.c1ccncc1.c1ccncc1.c1ccncc1.c1ccncc1.c1ccncc1
Max |F| (eV Å⁻¹): 1.0
Kohn-Sham gap (eV): 9.26

Atom charges from the Löwdin analysis, given in e for atoms 1 to 5: -0.12, -0.23, -0.19, -0.04, -0.27

---

2.
ORCA calculation (ωB97M-V/def2-TZVPD) on a 2-piece molecular cluster, C2H2O2S2 overall.

Structure (ORCA input):
```
! RIJCOSX wB97M-V def2-TZVPD def2/J DEFGRID3
* xyz 0 1
C 0.4533 0.3920 -0.8259
C -0.7940 0.3529 -0.2844
O 0.5010 1.0409 -3.4616
O -2.8390 2.1090 -0.7612
S 0.2556 1.7019 -2.1939
S -1.9839 1.1152 -1.3747
H 1.5419 -0.0151 -0.6334
H -1.1892 0.0285 1.1135
*
```

Results
Molecular weight (g mol⁻¹): 122.170
Energy relative to the best compared isomer or geometry (same formula, charge and spin) (kcal per mole): 105.73
DFT total energy (Eh): -1024.09414
Max |F| (eV Å⁻¹): 4.9
Kohn-Sham gap (spin up / spin down) (eV): 8.28 / 8.28

Atom charges from the Löwdin analysis, given in e for atoms 1 to 5: -0.35, -0.47, -0.57, -0.54, 0.81

---

3.
ORCA calculation (ωB97M-V/def2-TZVPD) on C5H6N2 as an isolated structure.

Structure (ORCA input):
```
! RIJCOSX wB97M-V def2-TZVPD def2/J DEFGRID3
* xyz 0 1
N 0.4454 0.0036 1.9611
C 1.2184 -0.8136 1.4073
C -0.1514 -0.9972 0.9825
C -0.5806 -0.4739 -0.3737
C -0.7787 1.0646 -0.4970
C 0.4032 0.8946 -1.4041
N 0.5680 -0.3757 -1.3274
H -0.7578 -1.7858 1.4270
H -1.3965 -1.0791 -0.7817
H -1.7071 1.4010 -0.9687
H -0.6006 1.6253 0.4265
H 1.0133 1.5845 -1.9905
H 2.2748 -1.0454 1.3526
*
```

Results
Molecular weight (g mol⁻¹): 94.117
Energy relative to the best compared isomer or geometry (same formula, charge and spin) (kcal per mole): 79.65
DFT total energy (Eh): -303.50914
Max |F| (eV Å⁻¹): 0.5
Kohn-Sham gap (eV): 11.01

Atom charges from the Löwdin analysis, given in e for atoms 1 to 5: 0.15, -0.10, -0.25, -0.31, -0.10

---

4.
ORCA calculation (ωB97M-V/def2-TZVPD) on a 11-piece molecular cluster, C42H113N7O18 overall.

Structure (ORCA input):
```
! RIJCOSX wB97M-V def2-TZVPD def2/J DEFGRID3
* xyz 0 1
C 2.1654 4.1030 1.4278
O 1.3980 3.5540 0.4115
C 1.9970 3.5736 -0.8684
C 1.3866 2.5951 -1.9089
N 1.9250 1.2485 -1.7752
C 1.8658 0.5826 -0.4816
C 0.5124 0.4495 0.1271
O -0.2529 -0.6051 -0.4193
C -1.0715 -0.2544 -1.5791
H 1.8014 3.8235 2.4110
H 2.0918 5.1981 1.3338
H 3.2396 3.9739 1.5056
H 3.0733 3.3719 -0.8213
H 1.8981 4.5617 -1.3713
H 1.7091 2.9859 -2.8886
H 0.2666 2.6676 -1.8220
H 1.7166 0.5660 -2.5058
H 2.4716 1.0983 0.2692
H 2.3539 -0.3849 -0.5795
H 0.0008 1.4210 0.0425
H 0.6954 0.1294 1.1636
H -1.7698 -1.0802 -1.7936
H -0.3750 -0.0878 -2.4161
H -1.6189 0.6829 -1.4212
C -8.3492 -3.6158 0.0305
O -8.0573 -2.2250 -0.2294
C -7.4276 -2.0001 -1.5051
C -6.0134 -2.6395 -1.6217
N -5.1630 -2.1041 -0.5961
C -3.9572 -2.8942 -0.3737
C -3.0941 -2.2307 0.6950
O -3.8521 -2.2063 1.9403
C -3.7434 -0.9540 2.5534
H -9.1431 -3.6470 0.7722
H -7.5117 -4.2836 0.3064
H -8.7561 -4.0449 -0.9016
H -7.3249 -0.9210 -1.5965
H -8.0825 -2.2129 -2.3287
H -5.6416 -2.3878 -2.6195
H -6.1180 -3.7146 -1.5770
H -5.5393 -1.9567 0.3362
H -3.4746 -2.9707 -1.3410
H -4.1995 -3.9087 -0.0774
H -2.8861 -1.2191 0.3318
H -2.1580 -2.7661 0.8273
H -4.4680 -0.9387 3.3721
H -4.0674 -0.0871 1.9635
H -2.7743 -0.7898 3.0116
C 7.9957 -3.9291 1.1971
O 7.3614 -2.7810 0.7596
C 8.0905 -1.6314 1.0804
C 7.3654 -0.3733 0.6025
N 6.3696 0.1105 1.5746
C 5.1233 -0.6477 1.4926
C 4.1304 -0.0637 2.5338
O 2.8888 -0.7416 2.4068
C 1.9816 -0.2924 3.4766
H 8.9377 -4.0897 0.6621
H 7.3400 -4.7573 0.9174
H 8.1839 -3.9372 2.2845
H 9.0961 -1.7060 0.5900
H 8.2045 -1.5938 2.1568
H 7.0132 -0.6045 -0.4486
H 7.9833 0.5150 0.5237
H 6.1529 1.0876 1.4035
H 5.3303 -1.6636 1.8136
H 4.6717 -0.7021 0.5013
H 4.1141 1.0156 2.3165
H 4.5466 -0.1206 3.5572
H 1.2257 -1.0565 3.5638
H 1.6519 0.6952 3.1833
H 2.5157 -0.1739 4.4263
C -5.2705 -8.4761 -6.6079
O -3.9038 -8.5473 -6.2227
C -3.8570 -8.3759 -4.7916
C -4.0593 -6.9060 -4.3226
N -2.8259 -6.3138 -3.8606
C -2.9073 -4.9819 -3.4541
C -1.5820 -4.6224 -2.7713
O -1.3600 -5.3852 -1.6336
C -0.1965 -4.9736 -0.9834
H -5.6884 -9.4446 -6.3297
H -5.2742 -8.4348 -7.7004
H -5.8372 -7.6374 -6.2021
H -2.8865 -8.7352 -4.4638
H -4.5980 -9.0596 -4.3719
H -4.8358 -6.8772 -3.5820
H -4.4190 -6.3159 -5.1960
H -2.4213 -6.9181 -3.1375
H -3.7287 -4.7530 -2.7755
H -3.0236 -4.2878 -4.2895
H -1.6442 -3.5818 -2.4425
H -0.8180 -4.7469 -3.5261
H 0.6783 -5.1731 -1.6140
H -0.1101 -5.4274 -0.0146
H -0.0512 -3.9191 -0.7195
C 3.3668 -3.9697 0.1990
O 3.4814 -4.2795 -1.1572
C 4.5924 -3.5991 -1.7368
C 4.3002 -2.1608 -2.0284
N 3.4224 -1.9773 -3.1608
C 2.0390 -2.4255 -3.0913
C 1.3310 -1.8678 -4.3037
O 1.4380 -0.3870 -4.2171
C 0.8079 0.1831 -5.3190
H 4.3550 -3.9681 0.6650
H 2.6679 -4.7012 0.5875
H 2.9474 -2.9609 0.3384
H 4.8177 -4.1119 -2.6745
H 5.5176 -3.7561 -1.1680
H 5.2519 -1.6987 -2.2620
H 3.9943 -1.5889 -1.1475
H 3.3791 -1.0044 -3.4279
H 1.4712 -2.1016 -2.1981
H 1.9437 -3.4928 -3.1867
H 0.3040 -2.2124 -4.3311
H 1.8285 -2.1255 -5.2334
H -0.2588 -0.1035 -5.3578
H 1.2549 -0.1462 -6.2574
H 1.0732 1.2474 -5.2156
C -3.6988 4.9558 0.7226
O -3.5660 3.8904 -0.2149
C -2.1506 3.7257 -0.5867
C -1.6213 4.9087 -1.3229
N -0.8898 5.7978 -0.4974
C -0.5179 7.0096 -1.2962
C 0.3330 7.9782 -0.5372
O 1.5924 7.3381 -0.2850
C 2.3943 8.1096 0.5673
H -3.7593 5.8916 0.1648
H -3.0408 5.0287 1.5806
H -4.6671 4.8437 1.2027
H -2.1187 2.8648 -1.2709
H -1.4882 3.5085 0.2660
H -2.4410 5.5003 -1.7751
H -0.9920 4.5805 -2.1782
H -0.0305 5.4782 -0.0676
H -1.4393 7.4967 -1.5725
H -0.0151 6.6269 -2.1551
H -0.0741 8.2409 0.4374
H 0.4771 8.8654 -1.1777
H 3.2381 7.5364 0.9472
H 2.0058 8.3773 1.5609
H 2.8084 8.9636 0.0152
C -0.9560 2.6237 3.4372
O -1.7413 2.1243 4.4599
C -3.1293 2.4421 4.4155
C -3.8728 1.7072 5.5372
N -3.6719 2.3332 6.8029
C -2.3225 2.2176 7.3827
C -2.3610 2.5850 8.8520
O -2.9933 1.5952 9.6527
C -2.8872 1.8882 11.0119
H -0.1116 1.9598 3.2840
H -0.6712 3.6676 3.5346
H -1.4391 2.6517 2.4626
H -3.5586 2.1379 3.4415
H -3.3133 3.5229 4.4916
H -3.6855 0.6202 5.5002
H -4.9447 1.7261 5.3037
H -4.3779 2.0690 7.4723
H -1.6935 2.9388 6.8690
H -1.9857 1.1868 7.3155
H -2.8478 3.5768 8.9081
H -1.3477 2.7554 9.2236
H -3.4058 1.0579 11.4748
H -3.3127 2.8518 11.3004
H -1.8007 1.8871 11.1674
O 4.0612 4.5366 -4.5874
H 4.3712 3.7304 -4.1685
H 3.8273 5.1245 -3.8652
O 5.3601 2.6414 -0.3805
H 6.1806 3.1321 -0.3269
H 5.3028 2.1805 -1.2643
O 3.6080 6.5230 -2.3605
H 4.5449 6.5080 -2.1686
H 3.1414 6.7116 -1.5319
O 4.5523 1.7735 -2.7407
H 4.9045 0.9967 -3.1675
H 3.5793 1.5864 -2.5577
*
```

Results
Molecular weight (g mol⁻¹): 1004.397
Energy relative to the best compared isomer or geometry (same formula, charge and spin) (kcal per mole): 47.68
DFT total energy (Eh): -3405.26294
SMILES: COCCNCCOC.COCCNCCOC.COCCNCCOC.COCCNCCOC.COCCNCCOC.COCCNCCOC.COCCNCCOC.O.O.O.O
Max |F| (eV Å⁻¹): 3.0
Kohn-Sham gap (eV): 8.78

Atom charges from the Löwdin analysis, given in e for atoms 1 to 5: -0.11, -0.19, -0.19, -0.16, -0.06

---

5.
ORCA calculation (ωB97M-V/def2-TZVPD) on C42H27BrF4N4PSTl as an isolated structure.

Structure (ORCA input):
```
! RIJCOSX wB97M-V def2-TZVPD def2/J DEFGRID3
* xyz -2 1
Tl 0.6542 0.2351 -0.7180
N 9.1826 7.0044 -0.0886
C 8.2819 6.2898 -0.1033
C 7.1466 5.3980 -0.1298
C 6.2188 5.4853 -1.1638
C 5.1190 4.6460 -1.1806
C 4.9228 3.6963 -0.1779
C 5.8641 3.6179 0.8491
C 6.9615 4.4605 0.8817
C 3.7558 2.7657 -0.2102
C 4.0555 1.4118 -0.0486
C 5.3674 0.8182 -0.1293
C 5.2014 -0.5165 0.1246
C 3.8017 -0.6974 0.3567
N 3.1260 0.4192 0.2354
C 2.4920 3.3675 -0.3827
C 2.2217 4.7725 -0.3143
C 0.8705 4.9262 -0.5240
C 0.3579 3.6149 -0.7100
N 1.3010 2.6949 -0.6189
H 6.3782 6.2019 -1.9590
H 4.4144 4.6908 -2.0001
H 5.7098 2.8927 1.6364
H 7.6815 4.3934 1.6864
H 6.2821 1.3129 -0.4190
H 5.9658 -1.2790 0.1494
H 3.2878 -1.6208 0.5987
H 2.9339 5.5522 -0.0914
H 0.3047 5.8456 -0.5365
H -0.6650 3.3170 -0.9064
F -2.9519 -8.2971 -0.2277
C -2.9255 -6.9523 -0.0779
C -4.1034 -6.2367 0.0240
F -5.2794 -6.9094 -0.0436
C -4.0359 -4.8710 0.2108
F -5.2653 -4.2588 0.3543
C -2.8827 -4.1333 0.2620
P -2.4143 -1.2931 0.2705
C -3.3793 -1.4117 -1.2899
C -4.7472 -1.6625 -1.3718
C -5.3969 -1.6684 -2.6013
C -4.6906 -1.4268 -3.7722
C -3.3202 -1.2023 -3.7054
C -2.6715 -1.2041 -2.4780
C -3.7305 -1.2645 1.6041
C -3.5569 -2.0760 2.7230
C -4.3700 -1.9476 3.8451
C -5.3919 -1.0086 3.8573
C -5.5829 -0.1952 2.7446
C -4.7464 -0.3100 1.6421
C -1.7487 -4.8908 0.1191
Br 0.0406 -4.0845 0.0965
C -1.7281 -6.2697 -0.0255
F -0.5885 -6.9966 -0.1015
H -5.3062 -1.8580 -0.4670
H -6.4639 -1.8603 -2.6439
H -5.2015 -1.4214 -4.7291
H -2.7555 -1.0238 -4.6144
H -1.6018 -1.0311 -2.4301
H -2.7681 -2.8215 2.7034
H -4.1958 -2.5749 4.7129
H -6.0258 -0.8963 4.7304
H -6.3785 0.5434 2.7422
H -4.8631 0.3605 0.7973
S -0.2093 -0.9653 4.2170
C 0.0185 -0.9461 2.4896
N 0.4951 0.1403 1.9946
C 0.7559 1.0697 2.9946
C 1.3141 2.3345 2.8091
C 1.5502 3.1272 3.9136
C 1.2432 2.6819 5.2064
C 0.6895 1.4324 5.4073
C 0.4425 0.6354 4.2899
H -0.2647 -1.8097 1.8945
H 1.5632 2.6619 1.8086
H 1.9887 4.1083 3.7761
H 1.4437 3.3225 6.0567
H 0.4679 1.0687 6.4029
C -2.0341 0.4727 0.1023
H -2.5486 1.0580 -0.6625
H -1.8742 1.0118 1.0370
*
```

Results
Molecular weight (g mol⁻¹): 1011.026
Energy relative to the best compared isomer or geometry (same formula, charge and spin) (kcal per mole): 8.50
DFT total energy (Eh): -5721.16017
Max |F| (eV Å⁻¹): 1.3
Kohn-Sham gap (eV): 3.65

Atom charges from the Löwdin analysis, given in e for atoms 1 to 5: 0.65, 0.13, -0.19, -0.25, -0.03

---

6.
ORCA calculation (ωB97M-V/def2-TZVPD) on an isolated molecule of C21H31N3OS.

Structure (ORCA input):
```
! RIJCOSX wB97M-V def2-TZVPD def2/J DEFGRID3
* xyz 0 1
C -6.2080 -1.3441 1.1980
C -6.3319 -0.0406 0.4077
C -6.8693 1.0806 1.2979
C -4.9889 0.3478 -0.1320
C -4.6503 0.4728 -1.4428
S -2.9971 0.9336 -1.6153
C -2.8831 0.9244 0.1321
C -1.5931 1.2838 0.7770
N -0.4943 0.8238 -0.0471
C 0.7738 1.4413 0.2728
C 1.7809 1.0132 -0.7824
N 1.9678 -0.4277 -0.7856
C 3.0252 -0.8033 -1.7160
C 4.2958 -1.2486 -0.9684
C 4.8216 -0.1391 -0.1067
C 4.4135 -0.0126 1.2151
C 4.8543 1.0442 1.9912
C 5.7135 1.9893 1.4569
C 6.1302 1.8701 0.1421
C 5.6853 0.8139 -0.6330
C 0.6985 -1.1207 -0.9804
C 0.8440 -2.6416 -0.8071
C 1.3914 -3.0567 0.5637
O 0.4174 -3.1351 1.5784
C -0.3312 -0.6148 0.0350
N -3.9685 0.6064 0.7329
H -5.4962 -1.2126 2.0087
H -7.1718 -1.6266 1.6149
H -5.8576 -2.1486 0.5548
H -7.0122 -0.1915 -0.4375
H -6.1755 1.2617 2.1146
H -7.8377 0.8055 1.7092
H -6.9813 2.0000 0.7274
H -5.2652 0.3208 -2.3065
H -1.5773 0.8718 1.8007
H -1.5311 2.3758 0.8513
H 0.6644 2.5282 0.2476
H 1.1367 1.1428 1.2712
H 2.7454 1.4800 -0.5731
H 1.4184 1.3679 -1.7646
H 2.7001 -1.6152 -2.3708
H 3.2813 0.0451 -2.3638
H 4.0594 -2.1184 -0.3558
H 5.0455 -1.5360 -1.7088
H 3.7403 -0.7445 1.6353
H 4.5275 1.1313 3.0175
H 6.0592 2.8142 2.0626
H 6.8032 2.6022 -0.2807
H 6.0124 0.7266 -1.6600
H 0.3008 -0.9211 -1.9960
H -0.1393 -3.0965 -0.9567
H 1.5048 -3.0437 -1.5750
H 2.1082 -2.3089 0.9054
H 1.9050 -4.0255 0.4708
H -0.2664 -3.7583 1.3090
H -1.2931 -1.0879 -0.1785
H -0.0158 -0.9103 1.0471
*
```

Results
Molecular weight (g mol⁻¹): 373.566
Energy relative to the best compared isomer or geometry (same formula, charge and spin) (kcal per mole): 45.07
DFT total energy (Eh): -1456.49789
SMILES: CC(C)c1csc(CN2CCN(CCc3ccccc3)[C@@H](CCO)C2)n1
Max |F| (eV Å⁻¹): 0.9
Kohn-Sham gap (eV): 9.24

Atom charges from the Löwdin analysis, given in e for atoms 1 to 5: -0.07, -0.38, -0.07, -0.39, -0.35

---

7.
ORCA calculation (ωB97M-V/def2-TZVPD) on a 2-piece molecular cluster, C10H18N2 overall.

Structure (ORCA input):
```
! RIJCOSX wB97M-V def2-TZVPD def2/J DEFGRID3
* xyz 0 1
C -1.6579 -2.0499 -0.8200
C -1.8322 -1.0660 -0.0182
C 0.7185 0.9335 -0.8686
C -0.1078 1.5145 -1.9744
C 0.6729 1.7869 0.4052
C -4.0057 -0.0011 0.8746
C 1.5774 -1.3199 1.1185
C 3.5717 -0.2737 -0.1982
C -2.4611 -0.2630 1.0172
C 2.1064 -0.9078 -0.3361
N -1.3988 -2.9744 -1.5193
N 1.3166 -0.1428 -1.1551
H -0.0336 0.9864 -3.0097
H 0.0594 2.5764 -2.2032
H -1.2017 1.4329 -1.6575
H 0.7815 2.7709 0.1208
H 1.4008 1.5585 1.0608
H -0.3429 1.5275 0.6890
H -4.2351 0.9594 0.9714
H -4.6085 -0.7042 1.4818
H -4.4273 -0.3152 -0.0579
H 0.4982 -0.9419 1.1920
H 1.7590 -2.4106 1.2780
H 2.1935 -0.6773 1.9221
H 4.0664 -0.4489 -1.1126
H 4.1877 -0.6291 0.6608
H 3.4026 0.7912 -0.1527
H -2.2312 -0.5603 2.1799
H -2.0427 0.7347 0.8521
H 2.2740 -1.8868 -0.7409
*
```

Results
Molecular weight (g mol⁻¹): 166.268
Energy relative to the best compared isomer or geometry (same formula, charge and spin) (kcal per mole): 151.30
DFT total energy (Eh): -501.09734
Max |F| (eV Å⁻¹): 5.5
Kohn-Sham gap (spin up / spin down) (eV): 7.30 / 7.26

Atom charges from the Löwdin analysis, given in e for atoms 1 to 5: -0.29, 0.02, -0.40, -0.07, 0.01